Density functional theory data (ωB97M-V/def2-TZVPD) for C3H6OS in the gas phase at a distorted geometry.

Values from the calculation:
- Energy: -16088.7955 eV
- Relative energy (zero: lowest compared OMol25 entry of this formula, charge and spin): 50.6 kcal/mol
- E_LUMO: 0.0 eV
- Net charge: 0
- Frontier orbital gap: 8.7 eV
- E_HOMO: -8.7 eV
- Multiplicity: 1
- Molar mass: 90.147 g mol⁻¹

XYZ file:
```
11
Properties=species:S:1:pos:R:3:forces:R:3:nbo_charge:R:1
C -0.4871 0.6721 -1.4749 -2.8 2.9 -0.7 -0.259
C 0.0452 -0.4223 0.3630 2.0 -1.7 0.0 -0.139
C 0.7596 -0.5326 1.6868 -0.5 -1.1 0.2 -0.311
H -0.0868 1.2176 -2.3010 0.5 0.0 -0.9 0.196
H -1.1795 1.4872 -1.0190 -0.1 -1.7 -1.0 0.165
H -1.0161 -0.2400 -1.8470 0.4 0.5 0.6 0.172
H -0.9921 -0.3810 0.5878 -1.3 0.3 0.2 0.198
H 0.2259 -1.3469 -0.2182 -0.4 -0.5 0.8 0.190
H 0.5969 -1.4680 2.2614 -0.4 0.2 -1.0 0.202
O 0.4727 0.5363 -0.5387 1.8 -0.2 1.6 -0.514
S 1.6613 0.4777 2.4998 0.8 1.2 0.1 0.100
```
Forces are in eV/Å.


Density functional theory data (ωB97M-V/def2-TZVPD) for C3H6OS in the gas phase at a distorted geometry.

Values from the calculation:
- Energy: -16089.6077 eV
- Relative energy (zero: lowest compared OMol25 entry of this formula, charge and spin): 31.9 kcal/mol
- E_LUMO: 0.8 eV
- Net charge: 0
- Frontier orbital gap: 9.8 eV
- E_HOMO: -9.0 eV
- Multiplicity: 1
- Molar mass: 90.147 g mol⁻¹

XYZ file:
```
11
Properties=species:S:1:pos:R:3:forces:R:3:nbo_charge:R:1
C 0.0732 1.0916 -0.3063 2.8 -0.2 -1.6 -0.080
C 0.2425 -0.3453 -0.1033 1.6 -2.3 0.4 -0.280
C -0.2126 -1.1555 1.0590 0.5 0.9 -0.7 -0.468
H -0.9154 0.5077 -1.9046 0.3 1.3 0.9 0.470
H -0.1841 1.6423 0.5213 -1.0 1.1 2.2 0.185
H 1.0827 1.4769 -0.5935 -0.5 -0.1 0.1 0.159
H 0.4538 -0.8363 -1.0693 -0.7 -0.1 0.5 0.221
H -0.6965 -0.5755 1.8236 0.0 0.1 0.4 0.222
H -0.6600 -2.1126 0.9153 0.0 -0.6 -0.2 0.225
O -0.8088 1.3140 -1.3325 -1.9 -0.5 -2.0 -0.701
S 1.6252 -1.0074 0.9902 -1.2 0.4 0.1 0.048
```
Forces are in eV/Å.


Density functional theory data (ωB97M-V/def2-TZVPD) for C3H6OS in the gas phase at a distorted geometry.

Values from the calculation:
- Energy: -16083.6779 eV
- Relative energy (zero: lowest compared OMol25 entry of this formula, charge and spin): 71.4 kcal/mol
- E_LUMO (spin up / spin down): 0.9 / -3.2 eV
- Net charge: 0
- Frontier orbital gap (spin up / spin down): 5.1 / 7.5 eV
- E_HOMO (spin up / spin down): -4.2 / -10.8 eV
- Multiplicity: 3
- Molar mass: 90.147 g mol⁻¹

XYZ file:
```
11
Properties=species:S:1:pos:R:3:forces:R:3:nbo_charge:R:1
C 0.1486 -0.1079 -0.3888 -0.5 0.1 1.1 0.112
C 1.4052 -0.2437 0.5420 -1.4 -0.7 3.3 -0.299
C -1.2928 0.1493 0.1491 0.0 -0.1 0.2 -0.667
O 0.6886 -1.3269 -0.0193 0.6 -0.9 -1.2 -0.461
S 2.9955 0.1655 -0.0112 -0.6 0.4 -5.3 0.418
H 0.3426 0.1564 -1.4526 -0.1 0.0 0.9 0.206
H 1.3343 -0.4159 1.7317 0.1 1.1 -1.9 0.156
H -1.6127 1.1572 -0.2843 -0.1 -1.6 0.8 0.229
H -1.4764 0.0539 1.2727 1.0 0.8 -1.3 0.238
H -1.9193 -0.7476 -0.1440 0.5 1.3 -0.6 0.238
H 3.5771 0.0712 1.1840 0.5 -0.3 3.9 -0.171
```
Forces are in eV/Å.


Density functional theory data (ωB97M-V/def2-TZVPD) for an isolated ion of composition C3H6OS and charge +1.

Values from the calculation:
- Energy: -16081.2021 eV
- Relative energy (zero: lowest compared OMol25 entry of this formula, charge and spin): 0.0 kcal/mol
- E_LUMO (spin up / spin down): -4.1 / -9.3 eV
- Net charge: +1
- Frontier orbital gap (spin up / spin down): 10.9 / 5.2 eV
- E_HOMO (spin up / spin down): -15.0 / -14.6 eV
- Multiplicity: 2
- Molar mass: 90.147 g mol⁻¹

XYZ file:
```
11
Properties=species:S:1:pos:R:3:forces:R:3:nbo_charge:R:1
O -2.0403 0.8554 1.1251 0.0 -0.1 0.2 -0.421
C -2.0047 0.2023 0.1342 0.0 0.2 -0.4 0.448
C -0.7020 -0.0823 -0.6185 0.6 -0.1 0.2 -0.515
C 0.4682 0.2572 0.3274 0.3 -0.1 0.4 -0.588
S 1.9697 -0.4236 -0.3245 -0.1 0.1 -0.1 0.665
H -2.8903 -0.2468 -0.3484 -0.1 0.1 0.1 0.175
H -0.6927 -1.1272 -0.9091 -0.1 -0.3 -0.1 0.246
H -0.6171 0.5020 -1.5291 -0.3 0.2 -0.2 0.270
H 0.3180 -0.1724 1.3173 -0.2 -0.1 0.1 0.286
H 0.6217 1.3211 0.4571 0.0 0.2 -0.2 0.284
H 1.7249 -1.7033 0.0209 0.1 -0.1 0.0 0.150
```
Forces are in eV/Å.


Density functional theory data (ωB97M-V/def2-TZVPD) for C3H6OS2 as an isolated structure at a distorted geometry.

Values from the calculation:
- Energy: -26919.3443 eV
- Relative energy (zero: lowest compared OMol25 entry of this formula, charge and spin): 163.7 kcal/mol
- E_LUMO: -0.5 eV
- Net charge: 0
- Frontier orbital gap: 7.6 eV
- E_HOMO: -8.1 eV
- Multiplicity: 1
- Molar mass: 122.214 g mol⁻¹

XYZ file:
```
12
Properties=species:S:1:pos:R:3:forces:R:3:nbo_charge:R:1
C 0.6744 0.7037 -0.2769 0.3 3.3 -0.3 -0.465
C -0.6223 1.0681 0.4173 1.4 -1.4 0.8 0.079
C 0.3099 -0.1704 0.8504 -2.1 0.5 4.7 -0.480
H 0.4414 -1.9298 -1.0941 -0.2 3.1 -0.7 0.124
H 1.4239 1.5632 -0.2266 -0.7 -1.5 0.8 0.274
H -1.6726 0.8911 0.1781 0.8 -0.7 -1.4 0.178
H -1.8303 1.8563 1.5108 5.8 2.1 0.9 0.470
H 0.4167 -0.0336 2.0687 0.8 -0.1 -3.5 0.283
H 0.5424 -2.5785 0.4424 -1.0 0.7 0.7 0.148
O -0.6040 2.0685 1.4335 -6.3 -1.2 -0.4 -0.669
S 0.7492 0.0516 -1.8661 -0.1 -3.0 -0.7 -0.096
S -0.5405 -1.6720 0.5978 1.4 -1.8 -0.8 0.155
```
Forces are in eV/Å.


Density functional theory data (ωB97M-V/def2-TZVPD) for C3H6OS2 as an isolated structure at a distorted geometry.

Values from the calculation:
- Energy: -26926.2621 eV
- Relative energy (zero: lowest compared OMol25 entry of this formula, charge and spin): 4.2 kcal/mol
- E_LUMO: 0.7 eV
- Net charge: 0
- Frontier orbital gap: 9.8 eV
- E_HOMO: -9.1 eV
- Multiplicity: 1
- Molar mass: 122.214 g mol⁻¹

XYZ file:
```
12
Properties=species:S:1:pos:R:3:forces:R:3:nbo_charge:R:1
C -0.6343 -2.6016 0.0637 0.1 -0.5 1.7 -0.770
C -0.2035 0.0704 -0.0699 1.5 -0.5 0.6 0.140
C 0.6886 2.5885 -0.0703 0.1 0.5 -0.4 -0.745
H -0.9505 -3.3982 -0.6036 0.2 0.0 0.0 0.233
H -1.0177 -2.8343 1.1060 0.4 0.3 -1.2 0.227
H 0.4648 -2.5184 0.1365 -0.6 0.0 -0.3 0.259
H 0.5910 3.6313 -0.4551 -0.1 -0.9 0.3 0.237
H 0.7299 2.5864 1.0095 0.2 0.1 0.2 0.231
H 1.5884 2.1283 -0.4878 -0.2 0.1 0.1 0.240
O 0.8586 -0.1758 0.4616 -0.2 0.2 0.0 -0.593
S -1.3630 -1.0918 -0.5452 -1.1 -1.0 -0.5 0.273
S -0.7522 1.6151 -0.5452 -0.4 1.7 -0.5 0.267
```
Forces are in eV/Å.


Density functional theory data (ωB97M-V/def2-TZVPD) for C3H6OS2 as an isolated structure at a distorted geometry.

Values from the calculation:
- Energy: -26922.5297 eV
- Relative energy (zero: lowest compared OMol25 entry of this formula, charge and spin): 90.2 kcal/mol
- E_LUMO: -0.4 eV
- Net charge: 0
- Frontier orbital gap: 8.5 eV
- E_HOMO: -8.8 eV
- Multiplicity: 1
- Molar mass: 122.214 g mol⁻¹

XYZ file:
```
12
Properties=species:S:1:pos:R:3:forces:R:3:nbo_charge:R:1
C 1.0012 0.7395 -1.1667 2.7 2.1 -2.3 -0.301
C -0.3377 0.2750 0.5064 -1.6 1.5 1.5 -0.197
C -1.1694 -0.7193 1.1226 -1.6 -2.7 2.6 -0.233
H 2.0155 0.8753 -0.4745 -2.4 -0.6 -2.0 0.191
H 0.5654 2.0474 -1.1127 0.7 -4.3 -0.5 0.184
H 1.2497 0.3484 -2.4116 -0.6 1.6 4.1 0.227
H -0.9570 1.0722 0.1580 -0.8 1.1 0.3 0.213
H 0.2965 0.7070 1.3204 0.4 -0.5 -0.8 0.223
H 0.1275 -2.1840 -0.4029 -0.9 -0.1 1.4 0.174
O 0.1710 -0.2637 -0.6195 2.7 2.0 -2.2 -0.548
S -0.6375 -2.3697 0.7639 -0.1 -0.2 -0.6 0.077
S -2.3252 -0.5280 2.3166 1.3 0.1 -1.5 -0.010
```
Forces are in eV/Å.


Density functional theory data (ωB97M-V/def2-TZVPD) for a 2-piece molecular cluster, C3H6OSSi overall at a distorted geometry.

Values from the calculation:
- Energy: -23965.7831 eV
- Relative energy (zero: lowest compared OMol25 entry of this formula, charge and spin): 38.1 kcal/mol
- E_LUMO (spin up / spin down): -0.8 / -0.8 eV
- Net charge: 0
- Frontier orbital gap (spin up / spin down): 7.6 / 7.6 eV
- E_HOMO (spin up / spin down): -8.3 / -8.3 eV
- Multiplicity: 1
- Molar mass: 118.233 g mol⁻¹

XYZ file:
```
12
Properties=species:S:1:pos:R:3:forces:R:3:nbo_charge:R:1
C -0.9315 -1.9169 -1.2053 -0.3 0.0 -0.6 -0.317
C 0.2891 -1.4302 -1.2579 1.6 0.6 2.1 -0.331
C 0.9650 -1.0113 0.0330 -0.8 1.2 -0.2 0.790
O 1.3821 -1.3636 1.0546 -0.5 0.6 -1.5 -0.407
Si 0.0758 2.2346 1.3466 0.1 -0.9 -0.3 0.728
S 0.6783 1.5419 -0.5677 0.8 -1.9 0.7 -0.681
H -1.3488 -2.1531 -2.1938 -0.4 0.0 0.8 0.231
H -1.4701 -1.9629 -0.2520 0.0 -0.3 -0.7 0.229
H 0.9043 -1.1600 -2.0976 -0.2 -0.2 -0.4 0.262
H 0.4488 1.3330 2.5435 0.0 0.8 -0.7 -0.153
H 0.3572 3.6677 1.4022 0.5 0.2 0.5 -0.157
H -1.3502 2.2208 1.1945 -1.1 -0.1 0.5 -0.194
```
Forces are in eV/Å.


Density functional theory data (ωB97M-V/def2-TZVPD) for C3H6P2 in the gas phase at a distorted geometry.

Values from the calculation:
- Energy: -21783.1878 eV
- Relative energy (zero: lowest compared OMol25 entry of this formula, charge and spin): 28.8 kcal/mol
- E_LUMO: -0.3 eV
- Net charge: 0
- Frontier orbital gap: 8.4 eV
- E_HOMO: -8.7 eV
- Multiplicity: 1
- Molar mass: 104.029 g mol⁻¹

XYZ file:
```
11
Properties=species:S:1:pos:R:3:forces:R:3:nbo_charge:R:1
C 1.4124 0.2761 -0.5562 1.6 0.3 -2.5 -0.395
C 0.9650 -0.1913 0.7348 0.1 2.8 2.3 -0.405
C 0.0250 -0.3139 -0.4530 -0.2 0.9 1.6 -0.626
P -2.8018 -0.4508 0.2261 -0.9 -1.3 0.1 -0.089
P -1.3751 0.7722 -0.3141 0.4 1.5 -0.8 0.386
H 1.4864 1.4369 -0.6898 -0.2 -2.5 0.2 0.233
H 2.1628 -0.3212 -1.1378 -0.7 0.8 0.5 0.227
H 1.2167 -1.0805 1.2409 0.6 -1.0 0.1 0.226
H 0.9252 0.6851 1.4450 -0.6 -1.2 -0.5 0.211
H -0.2506 -1.3404 -0.4755 0.4 -0.8 -1.1 0.250
H -3.7661 0.5278 -0.0203 -0.4 0.4 0.3 -0.018
```
Forces are in eV/Å.


Density functional theory data (ωB97M-V/def2-TZVPD) for C3H6P2 in the gas phase at a distorted geometry.

Values from the calculation:
- Energy: -21782.8467 eV
- Relative energy (zero: lowest compared OMol25 entry of this formula, charge and spin): 36.7 kcal/mol
- E_LUMO: -0.9 eV
- Net charge: 0
- Frontier orbital gap: 7.8 eV
- E_HOMO: -8.7 eV
- Multiplicity: 1
- Molar mass: 104.029 g mol⁻¹

XYZ file:
```
11
Properties=species:S:1:pos:R:3:forces:R:3:nbo_charge:R:1
C -0.2879 0.0386 0.0022 -2.4 -0.9 0.8 -0.759
C 2.2438 -0.8660 -0.0765 1.6 1.6 1.0 -0.823
C -1.2681 1.2353 -0.0359 0.4 -0.5 -0.7 -0.666
P 1.3766 0.5449 0.2046 1.9 -0.3 0.3 0.703
P -0.6656 -1.5923 0.2855 0.3 0.7 -0.3 0.473
H 3.3539 -0.8196 0.2575 -2.0 -0.4 -1.0 0.238
H 1.7669 -1.7415 -0.4825 0.4 -0.4 -0.1 0.221
H -2.2774 1.1199 -0.4690 0.7 -0.5 -0.6 0.231
H -0.6422 1.9497 -0.5889 -1.0 0.7 0.3 0.215
H -1.5903 1.5820 0.9474 0.9 0.2 0.3 0.235
H -2.0097 -1.4510 -0.0443 -0.8 -0.1 0.0 -0.069
```
Forces are in eV/Å.